A 3-piece molecular cluster, C18H34BN4O12P2 overall at a distorted geometry. Source: OMol25; level of theory: ωB97M-V/def2-TZVPD.

The geometry in XYZ format:
```
71
Properties=species:S:1:pos:R:3:lowdin_charge:R:1
C -1.973 -2.630 2.882 -0.111
N -2.013 -1.585 1.859 -0.095
C -0.749 -1.482 1.103 -0.215
C -0.950 -1.243 -0.385 -0.152
C -0.730 0.022 -0.872 -0.054
P -0.261 1.415 0.228 0.508
O -0.526 2.723 -0.367 -0.221
O -1.041 1.351 1.640 -0.101
O 1.317 1.280 0.500 -0.095
C -0.903 0.243 -2.242 0.004
C -0.733 1.609 -2.899 -0.443
O -1.691 2.341 -2.903 0.191
O 0.445 1.999 -3.465 0.044
O 1.497 1.555 -2.622 0.042
C -1.251 -0.796 -3.095 -0.093
C -1.381 -0.542 -4.585 0.029
B 0.041 -0.868 -5.273 -0.581
O 1.227 -0.635 -4.613 0.176
O 0.068 -1.420 -6.553 0.160
C -1.471 -2.055 -2.556 -0.170
C -1.846 -3.163 -3.498 -0.052
C -3.432 -3.183 -3.662 -0.234
C -4.197 -2.202 -2.742 0.015
O -4.151 -3.708 -2.586 -0.105
N -1.334 -2.252 -1.218 -0.007
P -1.648 -3.867 -0.504 0.828
O -0.417 -4.512 -0.045 -0.336
H -2.461 -3.575 2.576 0.070
H -0.954 -2.892 3.182 0.078
H -2.497 -2.316 3.796 0.088
H -2.817 -1.669 1.251 0.088
H -0.091 -0.737 1.547 0.065
H -0.189 -2.429 1.196 0.110
H -1.812 0.760 1.606 0.073
H 1.569 2.119 0.932 0.092
H 1.805 0.746 -3.074 0.101
H -2.107 -1.206 -5.057 0.115
H -1.625 0.508 -4.793 0.136
H 1.893 -1.275 -4.902 0.135
H 0.240 -2.369 -6.526 0.113
H -1.449 -3.042 -4.506 0.114
H -1.565 -4.161 -3.150 0.106
H -3.832 -3.317 -4.672 0.157
H -3.891 -2.072 -1.708 0.103
H -5.179 -1.843 -3.043 0.117
H -2.570 -3.579 0.523 0.033
H -2.320 -4.675 -1.430 0.045
C 3.764 5.433 1.130 -0.353
O 3.816 4.214 1.163 -0.006
N 2.626 6.148 1.144 -0.200
C 2.613 7.598 1.105 -0.051
C 1.373 5.422 1.202 -0.043
H 4.671 6.056 1.085 0.135
H 2.121 7.983 2.000 0.091
H 2.067 7.934 0.222 0.092
H 3.628 7.988 1.063 0.085
H 1.357 4.810 2.107 0.091
H 1.304 4.762 0.336 0.080
H 0.530 6.108 1.210 0.092
C 1.876 -0.748 3.783 -0.302
O 1.030 -1.268 3.063 -0.020
N 2.302 -1.247 4.947 -0.186
C 3.310 -0.578 5.751 -0.041
C 1.737 -2.501 5.422 -0.030
H 2.363 0.201 3.513 0.141
H 4.170 -1.237 5.877 0.095
H 2.893 -0.338 6.730 0.094
H 3.635 0.342 5.269 0.088
H 1.929 -3.287 4.691 0.096
H 0.658 -2.393 5.540 0.091
H 2.182 -2.773 6.376 0.090
```

## Properties
Maximum force   3.079 eV Å⁻¹
Lowest unoccupied orbital energy   -4.44 eV
2S+1   1
Frontier orbital gap   6.39 eV
Total charge   +1
E   -2535.536471 Eh


A 4-piece molecular cluster, C18H34BrNO5 overall at a distorted geometry. Source: OMol25; level of theory: ωB97M-V/def2-TZVPD.

The geometry in XYZ format:
```
59
Properties=species:S:1:pos:R:3:nbo_charge:R:1
O -0.695 5.794 -2.245 -0.565
C -0.390 4.703 -2.685 0.698
N 0.839 4.412 -3.322 -0.642
C 0.925 2.947 -3.490 -0.251
C -0.132 2.363 -2.571 -0.230
Br 0.478 2.042 -0.751 0.011
C -1.221 3.437 -2.577 -0.383
C -2.144 3.305 -3.804 -0.421
C -3.618 3.287 -3.424 -0.051
O -3.962 4.233 -2.429 -0.715
H 0.947 4.883 -4.206 0.396
H 1.935 2.588 -3.332 0.222
H 0.629 2.679 -4.508 0.189
H -0.450 1.402 -2.950 0.232
H -1.745 3.497 -1.631 0.266
H -1.914 2.373 -4.314 0.218
H -1.969 4.133 -4.488 0.208
H -3.928 2.308 -3.069 0.176
H -4.202 3.489 -4.325 0.165
H -3.364 4.980 -2.481 0.474
C 4.173 4.060 2.172 -0.431
C 3.115 4.137 3.270 -0.430
C 2.087 3.130 2.775 -0.068
O 2.817 2.129 2.061 -0.543
C 4.155 2.576 1.833 -0.065
H 5.157 4.408 2.484 0.216
H 3.860 4.649 1.307 0.206
H 3.537 3.811 4.223 0.200
H 2.696 5.133 3.406 0.219
H 1.371 3.598 2.090 0.170
H 1.531 2.654 3.583 0.183
H 4.830 2.011 2.485 0.163
H 4.424 2.372 0.796 0.184
C 1.576 -1.305 1.292 -0.429
C 0.745 -2.553 1.583 -0.429
C -0.022 -2.726 0.279 -0.071
O 0.829 -2.219 -0.757 -0.546
C 1.922 -1.504 -0.176 -0.067
H 2.457 -1.202 1.923 0.218
H 0.966 -0.408 1.416 0.206
H 1.398 -3.412 1.751 0.198
H 0.088 -2.453 2.445 0.214
H -0.949 -2.140 0.286 0.157
H -0.272 -3.764 0.069 0.202
H 2.833 -2.103 -0.293 0.157
H 2.055 -0.562 -0.706 0.186
C -3.629 -6.838 1.709 -0.430
C -2.397 -7.698 1.982 -0.430
C -1.333 -6.980 1.162 -0.066
O -1.694 -5.597 1.161 -0.543
C -3.023 -5.442 1.665 -0.066
H -4.408 -6.934 2.462 0.217
H -4.059 -7.094 0.738 0.202
H -2.144 -7.665 3.043 0.202
H -2.517 -8.741 1.693 0.217
H -1.318 -7.340 0.128 0.165
H -0.331 -7.085 1.579 0.184
H -2.970 -5.000 2.666 0.164
H -3.571 -4.759 1.015 0.185
```

## Properties
Maximum force   1.109 eV Å⁻¹
Lowest unoccupied orbital energy   0.58 eV
2S+1   1
Frontier orbital gap   9.55 eV
SMILES   O=C1NC[C@@H](Br)[C@@H]1CCO.C1CCOC1.C1CCOC1.C1CCOC1
Relative energy (zero: lowest compared OMol25 entry of this formula, charge and spin)   0.00 kJ/mol
E   -3711.176215 Eh


An isolated ion of composition C18H34FNPSi and charge +1 at a distorted geometry. Source: OMol25; level of theory: ωB97M-V/def2-TZVPD.

The geometry in XYZ format:
```
56
Properties=species:S:1:pos:R:3:nbo_charge:R:1
C 4.041 1.228 0.543 -1.129
Si 2.510 0.405 1.385 1.641
C 2.926 0.347 3.278 -1.119
C 0.845 1.260 0.992 -0.901
C 0.947 2.836 0.644 -0.406
C 1.246 2.961 -0.931 -0.422
C -0.027 3.346 -1.831 -0.408
C -0.653 2.050 -2.600 -0.408
C -1.697 1.227 -1.677 -0.437
C -1.502 -0.378 -1.860 -0.427
C -1.594 -1.207 -0.489 -0.740
P -3.352 -1.586 0.087 1.380
N -4.419 -2.176 -1.171 -1.079
C -3.983 -0.006 0.941 -0.759
C -5.419 -0.181 1.638 0.030
F -5.168 -0.468 3.046 -0.368
C 2.511 -1.438 0.756 -0.473
C 2.227 -2.663 1.674 -0.230
C 2.311 -4.085 0.999 -0.221
C 2.680 -4.260 -0.510 -0.226
C 2.942 -3.006 -1.425 -0.223
C 2.860 -1.604 -0.777 -0.240
H 4.725 1.625 1.368 0.253
H 4.651 0.440 -0.047 0.256
H 3.779 2.046 -0.209 0.241
H 3.950 0.853 3.448 0.250
H 3.056 -0.739 3.613 0.245
H 2.175 0.938 3.914 0.243
H 0.384 0.760 0.054 0.211
H 0.076 1.095 1.845 0.230
H 1.773 3.314 1.294 0.220
H -0.043 3.326 0.973 0.209
H 2.046 3.763 -1.067 0.228
H 1.676 1.966 -1.292 0.201
H 0.370 4.020 -2.685 0.224
H -0.830 3.954 -1.282 0.215
H 0.179 1.388 -3.044 0.209
H -1.219 2.490 -3.509 0.221
H -1.627 1.553 -0.585 0.212
H -2.749 1.529 -2.059 0.212
H -0.445 -0.519 -2.292 0.253
H -2.226 -0.777 -2.669 0.216
H -1.051 -0.731 0.400 0.287
H -1.067 -2.218 -0.677 0.284
H -3.303 -2.588 1.133 0.055
H -3.890 -2.943 -1.644 0.414
H -4.547 -1.464 -1.911 0.415
H -3.229 0.192 1.797 0.298
H -3.945 0.902 0.240 0.284
H -6.071 -0.998 1.179 0.205
H -5.934 0.846 1.610 0.212
H 1.974 -2.547 2.780 0.236
H 2.104 -5.040 1.585 0.231
H 2.751 -5.273 -1.026 0.235
H 3.219 -3.088 -2.530 0.235
H 3.059 -0.674 -1.416 0.225
```

## Properties
Maximum force   4.920 eV Å⁻¹
Lowest unoccupied orbital energy   -2.96 eV
2S+1   1
Frontier orbital gap   7.96 eV
Total charge   +1
SMILES   C[Si](C)(CCCCCCCC[P@H](=[NH2+])CCF)c1ccccc1
E   -1491.281566 Eh